{
  "formula": "C6H5NO",
  "method": "ωB97M-V/def2-TZVPD",
  "total_charge": 0,
  "relative_energy_ev": 3.357,
  "gap_ev": 9.342,
  "homo_energy_ev": -9.319,
  "lumo_energy_ha": 0.0008,
  "e_tot_ha": -361.4609,
  "species": ["C", "C", "C", "C", "C", "C", "H", "H", "H", "H", "H", "N", "O"],
  "xyz": [[-1.954850, 0.393189, -0.604808], [-0.036683, -0.036302, -0.693162], [1.945791, -0.271177, 0.422041], [1.066707, -0.380389, 1.586925], [-0.192122, -0.057752, 1.617896], [-0.889451, -0.226638, 0.330799], [-2.131166, 1.431466, -0.483381], [-2.972090, -0.215002, -0.589222], [2.873944, -0.272225, 0.453720], [1.605875, -0.573322, 2.453186], [-0.796837, 0.430919, 2.589630], [1.334795, 0.060591, -0.858398], [-0.944957, 0.281054, -1.796662]],
  "forces_ev_per_angstrom": [[-1.12, -2.61, -0.13], [3.08, -0.01, -4.86], [-13.23, 0.97, -3.15], [5.94, -0.21, -1.81], [-7.72, 1.43, 0.17], [0.96, 2.82, 2.12], [-0.19, 0.87, 0.29], [2.18, 1.19, -0.92], [8.48, -0.28, 0.39], [0.80, 0.09, 1.78], [1.80, -2.06, -2.51], [-0.75, -1.54, 4.44], [-0.23, -0.65, 4.17]]
}